Entry from OMol25: a molecular structure, C40H40BFN4O8PS in a non-equilibrium geometry (wB97M-V/def2-TZVPD).

Results
Kohn-Sham gap in eV: 4.81
Lowest unoccupied orbital energy in eV: -3.64
Highest occupied orbital energy in eV: -8.45
Net charge: +1

Last column: Löwdin charge in e.
Element x y z (Å)
C 5.12 -0.26 0.74  0.06
C 3.87 0.21 -0.03  -0.34
C 2.66 -0.73 0.13  -0.08
N 1.45 -0.03 0.56  0.05
N 1.38 0.15 1.98  0.00
C 1.27 1.63 2.32  -0.01
C -0.01 1.99 3.08  -0.27
C -1.17 2.15 2.10  -0.19
C -2.56 2.10 2.72  -0.40
S -3.10 0.38 2.65  1.06
C -4.69 0.52 3.29  -0.69
N -5.39 1.59 3.51  0.06
N -6.61 1.13 4.02  0.07
C -6.53 -0.16 4.05  -0.16
O -5.33 -0.63 3.60  0.02
O -0.34 1.11 4.16  -0.04
C 0.19 -0.17 4.09  -0.58
F -0.70 -1.01 4.70  0.06
P 1.73 -0.23 5.15  0.83
O 2.66 -1.33 4.84  -0.38
C 0.32 -0.67 2.65  -0.07
B 0.51 -2.26 2.47  -0.48
C -0.77 -3.14 2.25  0.04
O 1.76 -2.76 2.46  0.17
H 5.07 -1.30 1.02  0.11
H 6.00 -0.14 0.12  0.11
H 5.30 0.33 1.62  0.09
H 4.12 0.31 -1.07  0.18
H 3.58 1.20 0.32  0.11
H 2.44 -1.19 -0.82  0.16
H 2.92 -1.53 0.81  0.12
H 0.59 -0.43 0.21  0.12
H 2.28 -0.19 2.36  0.17
H 1.26 2.15 1.38  0.14
H 2.15 1.92 2.88  0.12
H 0.18 2.95 3.54  0.17
H -1.08 1.43 1.29  0.10
H -1.07 3.14 1.67  0.14
H -2.60 2.45 3.74  0.10
H -3.24 2.71 2.14  0.09
H -7.26 -0.86 4.37  0.13
H 2.30 1.04 4.92  0.03
H 1.22 -0.16 6.45  0.05
H -0.62 -0.41 2.18  0.10
H -1.36 -3.13 3.16  0.09
H -0.50 -4.16 2.00  0.08
H -1.40 -2.70 1.48  0.05
H 1.75 -3.70 2.66  0.13
C 0.32 -2.92 -4.28  -0.04
C -0.50 -3.50 -5.25  -0.04
C -1.85 -3.66 -5.02  0.01
C -2.41 -3.24 -3.81  -0.07
C -1.58 -2.67 -2.84  -0.10
C -0.22 -2.51 -3.08  -0.02
C -2.13 -2.24 -1.53  -0.27
O -1.41 -1.72 -0.69  0.05
C -3.58 -2.44 -1.28  -0.08
C -4.08 -2.07 -0.05  -0.01
C -5.43 -2.25 0.23  -0.04
C -6.27 -2.80 -0.73  -0.04
C -5.76 -3.16 -1.97  0.01
C -4.41 -2.99 -2.25  -0.07
C -3.87 -3.41 -3.58  -0.27
O -4.59 -3.86 -4.44  0.13
H 1.38 -2.79 -4.47  0.11
H -0.07 -3.83 -6.19  0.11
H -2.49 -4.11 -5.77  0.13
H 0.40 -2.07 -2.32  0.10
H -3.41 -1.63 0.66  0.06
H -5.82 -1.96 1.20  0.10
H -7.32 -2.93 -0.52  0.11
H -6.41 -3.59 -2.73  0.13
C -0.42 0.87 -2.98  -0.06
C -0.54 1.85 -3.95  -0.07
C 0.44 2.82 -4.08  0.00
C 1.53 2.82 -3.22  -0.09
C 1.64 1.84 -2.23  -0.07
C 0.66 0.86 -2.12  -0.04
C 2.78 1.84 -1.27  -0.23
O 2.87 0.99 -0.40  -0.11
C 3.80 2.92 -1.39  -0.08
C 4.84 2.97 -0.48  -0.04
C 5.81 3.96 -0.59  -0.06
C 5.73 4.90 -1.61  -0.07
C 4.69 4.86 -2.52  0.01
C 3.71 3.87 -2.41  -0.08
C 2.58 3.86 -3.38  -0.30
O 2.52 4.68 -4.28  0.07
H -1.19 0.11 -2.88  0.09
H -1.40 1.86 -4.61  0.10
H 0.36 3.59 -4.83  0.12
H 0.75 0.10 -1.36  0.06
H 4.90 2.24 0.31  0.08
H 6.62 4.00 0.12  0.11
H 6.49 5.67 -1.70  0.11
H 4.62 5.58 -3.32  0.12